1.
Density functional theory data (wB97M-V/def2-TZVPD) for C29H35Al2BCl2F13IKNO11S as an isolated structure.

Strongest force on any atom = 0.0854 Eh/bohr
Frontier orbital gap = 1.094 eV

Geometry as XYZ:
```
97
C29H35Al2BCl2F13IKNO11S | the OMol25 dataset | wB97M-V/def2-TZVPD
I 1.78593 2.94477 -1.37124
K 3.16386 6.52956 -3.96340
Cl 5.38191 6.33594 -6.14597
Cl -3.69701 -0.81894 1.59723
S 8.65008 6.24041 -8.92709
Al 3.28425 3.91940 -5.90027
Al -0.80615 2.91421 -1.17891
F -1.27276 -3.19539 1.29902
F 0.20822 1.04608 1.01255
F 3.70651 5.41733 -6.77957
F 3.19698 4.26165 -4.16309
F -1.65935 -1.89301 2.97580
F 1.74770 3.35622 -6.45103
F 0.79194 -0.89557 2.90299
F 2.39640 0.76652 0.69938
F 4.48900 2.72163 -6.18700
F 0.46446 -1.92090 -0.52749
F -1.75404 -1.00808 0.89094
F 2.41295 -1.64092 0.51455
F 0.97610 -2.92529 2.10824
O 1.97608 0.51550 -4.69922
O -0.63370 1.90380 -2.97864
O -6.27049 -0.20943 7.41021
O -0.71105 -5.99079 7.59391
O -6.92785 -4.22450 5.07586
O 2.21868 5.98159 -0.00952
O -4.28162 -1.46446 8.73693
O 7.50461 6.38434 -7.98565
O -4.99414 -5.50819 6.46496
O -2.02906 -5.36375 9.31890
O -1.39471 -3.85932 7.75907
N -6.20055 -1.61469 0.42171
C -6.34542 -3.57058 5.92551
C -0.39021 -3.89678 6.74037
C -1.21720 -3.46234 -4.67690
C -0.73929 -2.96835 5.60180
C 2.64403 6.67626 1.16021
C 2.11389 -0.01064 -2.32395
C -1.97612 1.89262 -3.52590
C 10.11515 5.87873 -7.94177
C 9.16034 7.89964 -9.41350
C 1.13775 0.34280 0.22847
C -1.43516 -5.09837 8.32298
C -1.46045 -2.12459 -5.17948
C -4.57514 -3.53308 7.65210
C -0.03925 -3.81018 -3.91726
C -0.48943 0.86647 -1.92785
C -6.66917 -2.17402 6.20377
C -6.74829 -2.35027 1.10807
C 1.64432 -0.20482 -3.79737
C -1.13067 -1.90884 1.73075
C -0.48590 -1.10506 -4.87525
C -7.42685 -3.30465 2.01159
C 0.94632 -2.77049 -3.60671
C -0.38438 -5.35127 6.35942
C -5.25654 -4.21294 6.72448
C 0.70664 -1.43206 -4.08826
C 1.09543 -1.21423 0.47005
C -5.99091 -1.49356 7.13366
C 0.44965 -1.66633 1.83380
C -4.88331 -2.12750 7.91436
B 1.07308 0.79442 -1.35267
H -2.29676 0.90678 -3.93384
H 3.05031 0.61142 -2.38095
H -0.06362 -3.10781 4.75677
H 9.32753 8.51138 -8.52591
H 3.51118 7.30011 0.92954
H -2.37216 -1.85127 -5.74664
H 10.99645 5.88643 -8.58442
H -7.46993 -1.72586 5.63168
H -1.76642 -3.12781 5.26737
H -0.67536 -1.92848 5.92821
H 9.99694 4.88952 -7.50135
H -1.14696 -5.61111 5.61964
H -0.64224 -0.05940 -5.22822
H -5.61751 -5.76479 5.75928
H 0.56172 -3.59932 7.19197
H -1.21965 1.21388 -1.07060
H 2.92005 5.94410 1.91598
H 10.22076 6.61994 -7.14839
H -5.64229 0.04919 8.11213
H 0.12031 -4.84349 -3.52992
H -6.71653 -4.05448 2.35652
H 8.36628 8.34089 -10.01455
H -1.96193 2.60453 -4.39739
H -8.24225 -3.80140 1.48648
H 1.97889 6.64168 -0.66571
H 2.43792 -1.01196 -1.94530
H 1.83010 7.29747 1.54075
H 1.85880 -2.95851 -3.00784
H -7.82912 -2.77497 2.87347
H -1.98903 -4.24076 -4.88901
H -2.69160 2.33840 -2.78488
H -0.87870 -0.13077 -2.24994
H 10.07344 7.83987 -10.00723
H 0.58860 -5.68315 5.99814
H -3.78334 -3.98594 8.23548
```

---

2.
Density functional theory data (wB97M-V/def2-TZVPD) for C29H35BInN11O3Sb as an isolated structure.

Strongest force on any atom = 0.0221 Eh/bohr
Charge = +2
2S+1 = 2
Frontier orbital gap (spin up / spin down) = 8.279 / 5.743 eV

Geometry as XYZ:
```
81
C29H35BInN11O3Sb | the OMol25 dataset | wB97M-V/def2-TZVPD
Sb -1.55181 1.50256 -2.55792
In 0.22975 -0.18412 -0.27183
O 0.82922 1.19763 -1.77995
O 2.84377 2.15917 -1.69534
O 2.30494 -1.23505 -0.21418
N -0.77352 -1.26137 4.29841
N 0.83748 -0.24001 2.70161
N -0.90046 -2.48375 4.89067
N -0.19026 -2.18535 0.62701
N 3.17660 -2.05433 -2.12362
N -0.03049 2.97917 0.08681
N 1.17020 0.47502 1.59101
N -0.40918 -2.32922 1.96764
N 0.02996 -1.44020 -2.28815
N -1.62880 0.34735 0.96327
N -1.67668 -0.17207 2.22126
C -1.81174 3.60003 -2.59553
C 2.78540 0.73264 3.11705
C -2.72719 1.09500 0.82619
C -0.27740 -4.37062 1.12047
C -0.46983 -3.63673 2.27556
C 2.35137 1.05138 1.83556
C 4.08280 -2.81225 -0.00083
C -3.50741 1.05347 1.97505
C 1.79869 -0.08857 3.62734
C 2.39492 -1.17393 -2.98300
C 1.14323 5.48822 0.33974
C -0.10457 -3.42298 0.12385
C -1.05873 -0.83407 6.44498
C -0.85978 -0.25718 5.22784
C 1.71039 4.52799 -0.48736
C 3.12584 -1.96834 -0.78557
C 1.68389 2.18879 -1.39656
C -1.56860 -2.64331 -3.61794
C -0.59400 -2.88053 -4.57704
C -2.80039 0.23603 2.83373
C 0.68490 -2.39193 -4.36566
C 1.08700 3.29584 -0.57163
C -0.53868 3.89388 0.91276
C -3.56101 0.76490 -2.76478
C 0.01102 5.15887 1.06551
C -1.21276 -1.92476 -2.49924
C 0.98286 -1.67421 -3.21379
C -0.75971 1.22048 -4.48856
C -1.07370 -2.22366 6.17182
B -0.50791 -1.03945 2.83368
H -0.88053 4.09991 -2.34158
H 1.46714 -2.56677 -5.09482
H -0.44684 5.87007 1.74196
H 3.94251 -2.62009 1.05754
H 2.37571 -0.18484 -2.54099
H 5.11304 -2.58661 -0.27985
H -2.09854 3.83350 -3.62392
H -1.93853 -1.74701 -1.71064
H 0.09654 -3.57980 -0.92292
H -3.92941 0.33462 -1.83719
H -0.64094 -3.93912 3.29428
H -3.54659 0.02185 -3.56172
H 1.72265 -0.56652 4.59164
H -2.91527 1.65833 -0.07318
H 2.61808 4.70856 -1.04764
H -1.20499 -3.04191 6.86695
H -2.57822 -3.01915 -3.72710
H 3.68817 1.05713 3.60820
H 2.83953 1.65700 1.08646
H -0.27264 -5.44503 1.02454
H 3.86564 -2.65898 -2.53835
H 1.58667 6.47203 0.42506
H -1.17088 -0.34070 7.39761
H -4.44992 1.54308 2.15941
H -0.82665 -3.44239 -5.47439
H -1.42314 3.60485 1.47003
H -4.15415 1.63813 -3.04937
H 3.89970 -3.86991 -0.20174
H -1.55450 1.48811 -5.18798
H 2.90554 -1.09907 -3.93899
H 0.09002 1.89068 -4.60335
H -0.44745 0.19100 -4.65213
H -3.03310 -0.08212 3.83792
H -0.76991 0.78404 4.95019
H -2.59838 3.89669 -1.90429
```

---

3.
Density functional theory data (wB97M-V/def2-TZVPD) for C29H35BrF5InN3O6P as an isolated structure.

Strongest force on any atom = 0.0046 Eh/bohr
Frontier orbital gap = 7.242 eV

Geometry as XYZ:
```
81
C29H35BrF5InN3O6P | the OMol25 dataset | wB97M-V/def2-TZVPD
In 0.42035 0.19256 1.18658
Br 1.29731 1.71406 -6.70188
P 1.76918 -3.43110 1.16787
F -1.71259 5.44482 0.13491
F -3.60718 5.35178 2.07789
F -3.86459 3.13385 3.62266
F -0.07692 3.34955 -0.26682
F -2.26780 0.99921 3.20863
O 2.92229 -3.81395 0.08167
O -0.76927 0.59442 -1.17311
O 1.38848 -4.98348 1.56083
O 3.21822 1.99993 2.90298
O 0.61027 -2.98890 0.13341
O 1.41770 -0.55087 -1.94859
N -2.74562 2.18075 -1.59051
N -2.75579 3.57715 -3.31204
N -1.83177 -1.05537 1.10525
C -1.01445 3.24493 0.71690
C -3.73298 3.12546 -1.38135
C 0.83851 0.26773 -2.85467
C 3.69989 2.67165 1.72848
C -2.92632 3.17269 2.66459
C -1.01808 1.77020 -3.25999
C 4.22761 -4.14945 0.57897
C -2.79396 4.30813 1.88720
C 0.62968 1.39556 -4.95485
C 3.45450 0.72222 2.97355
C -4.62777 5.09605 -2.50999
C -0.35323 0.87395 -2.42000
C 2.83589 0.21894 4.23993
C 2.73588 -1.00125 -2.21908
C 0.68807 -6.58199 3.19548
C 5.01396 -2.91123 0.96693
C -3.75035 4.02009 -2.45643
C -2.17997 2.48402 -2.73428
C -2.08557 2.09997 2.41506
C 1.32516 0.52116 -4.12317
C -5.47292 4.36082 -0.35066
C -1.82672 4.34949 0.89912
C 0.36870 -3.53194 -1.17433
C -0.36809 -4.85541 -1.11667
C -1.12106 2.07449 1.43502
C -5.48480 5.24964 -1.43679
C -4.60493 3.28842 -0.30835
C -0.51731 2.02500 -4.54374
C 0.47430 -5.19426 2.63413
H -6.15394 4.52782 0.47315
H 5.12588 -2.24476 0.11115
H -1.98609 -1.59512 1.94907
H 4.51339 -2.35511 1.75961
H 3.06456 -1.52107 -1.32497
H -0.22193 -2.77297 -1.68894
H 4.60377 2.18302 1.37332
H -2.45447 4.02692 -4.15728
H 6.00855 -3.19723 1.31269
H -6.17887 6.07937 -1.43009
H -0.54875 -5.08630 2.25969
H 3.39777 -0.15712 -2.42677
H 0.24979 -5.62344 -0.65458
H -4.57911 2.60525 0.53116
H -1.02502 2.69972 -5.21884
H 1.70280 -6.68667 3.57927
H 0.62820 -4.43613 3.41071
H 1.31736 -3.63982 -1.69995
H 2.02173 0.84427 4.61837
H 3.64579 0.22079 4.97996
H 2.23090 0.05241 -4.47656
H 4.13041 -4.84225 1.41882
H 0.53220 -7.33318 2.42132
H -0.01260 -6.76966 4.01002
H -4.63485 5.78785 -3.34194
H 2.52116 -0.81580 4.11471
H 2.92571 2.63013 0.96270
H 4.71796 -4.68356 -0.23408
H -1.58515 1.15475 -0.99227
H 3.88886 3.70526 2.00716
H -2.51442 -0.30631 1.09802
H -1.28919 -4.75557 -0.53973
H -1.98952 -1.65677 0.30601
H 2.75117 -1.69552 -3.06400
H -0.62993 -5.17270 -2.12760
```

---

4.
Density functional theory data (wB97M-V/def2-TZVPD) for C29H35CaF3N4O2P2 as an isolated structure.

Strongest force on any atom = 0.0713 Eh/bohr
Frontier orbital gap (spin up / spin down) = 3.599 / 3.527 eV

Geometry as XYZ:
```
76
C29H35CaF3N4O2P2 | the OMol25 dataset | wB97M-V/def2-TZVPD
Ca -0.55368 0.69134 -4.89375
P -2.47015 0.07665 -0.93493
P 0.56498 2.58259 -0.92148
F 2.90387 -0.18171 1.78067
F 1.55322 -1.83408 1.11070
F 0.71531 -0.07544 2.10671
O 1.09841 1.52531 0.17489
O 1.66049 -0.31858 -1.15133
N -3.78004 0.16023 0.08643
N -2.93256 -0.80137 -2.37672
N 1.32871 2.30768 -2.38147
N 1.25698 3.94247 -0.26589
C -3.22851 -2.53968 -3.79161
C -1.19404 2.76332 -1.04678
C 1.55520 1.83667 -4.59851
C 1.56557 5.13098 -0.99019
C -1.14280 2.22258 -8.07021
C -5.31857 0.97217 1.49837
C 1.59100 0.23105 -0.06420
C -2.98949 3.12870 -5.81697
C 1.85288 4.08063 0.99923
C -4.17135 -0.90439 0.91763
C 2.53137 5.27902 1.05207
C 2.36335 5.93849 -0.20224
C -4.35382 -1.66622 -3.90550
C -1.91008 0.90944 -7.68490
C -4.48104 1.32330 0.45640
C -2.26654 0.74217 -6.26079
C -0.19306 2.71394 -7.03696
C -2.35783 -1.98676 -2.87412
C 0.67826 2.36496 -3.64575
C -4.14981 -0.60293 -3.04426
C -0.50646 3.59407 -6.05508
C 1.68751 -0.49937 1.26727
C 2.76562 1.50772 -3.92067
C -2.09008 1.66603 -1.68250
C -5.12351 -0.41912 1.78671
C -1.32955 -1.03274 -0.18091
C -1.87967 4.18207 -5.81840
C 2.64290 1.81918 -2.59038
C -2.57536 1.75083 -5.35249
H -1.74623 1.50822 -2.72878
H -2.28258 -0.31851 -5.89713
H -2.12932 4.93034 -6.59397
H 1.15102 5.27520 -1.97598
H -3.42646 3.05906 -6.81809
H 1.38482 1.74400 -5.69044
H -1.86030 2.97650 -8.42204
H -3.10073 -3.48291 -4.31854
H -5.97028 1.64466 2.01570
H -1.02029 -0.65366 0.82136
H -5.60089 -0.98140 2.56347
H -0.42350 -1.15324 -0.80012
H -3.07993 1.48071 -4.39428
H 1.71093 3.32773 1.75344
H -2.85655 0.89800 -8.24534
H 3.13270 5.63756 1.86965
H -0.53934 1.94555 -8.94148
H 0.86410 2.62513 -7.35592
H -0.25800 2.96030 -3.77239
H -3.77248 3.47669 -5.13123
H -4.30583 2.24889 -0.08870
H -1.57301 2.96203 -0.02906
H -1.85316 4.74507 -4.86348
H 3.40102 1.95037 -1.82455
H -3.72594 -1.88067 0.79055
H 2.80503 6.87081 -0.51223
H -3.09505 2.13345 -1.79181
H 0.29896 4.21227 -5.60071
H -1.31632 0.04114 -8.03062
H -1.81697 -2.02568 -0.05401
H -1.41483 -2.36850 -2.47852
H 3.60458 0.99579 -4.37188
H -4.77387 0.25708 -2.84690
H -5.22217 -1.83380 -4.52847
H -1.29298 3.66539 -1.68079
```

---

5.
Density functional theory data (wB97M-V/def2-TZVPD) for C29H35Cl5CuN2P as an isolated structure.

Strongest force on any atom = 0.0032 Eh/bohr
Charge = -2
Frontier orbital gap = 4.771 eV

Geometry as XYZ:
```
73
C29H35Cl5CuN2P | the OMol25 dataset | wB97M-V/def2-TZVPD
Cu -0.08641 0.12613 -0.08982
Cl 1.26861 -2.78807 0.26540
Cl 1.66797 -4.88715 -2.00751
Cl -0.25653 0.88336 -3.40137
Cl 1.10921 -4.10558 -4.97648
Cl 0.16771 -1.21198 -5.66980
P -3.42346 -0.77411 0.20663
N 1.32851 3.05141 -1.00915
N -1.92142 -0.70841 0.38430
C -3.69789 -3.47753 -0.48697
C 0.52439 -1.00714 -1.62929
C 2.06230 3.28696 -2.08986
C -4.21933 0.88190 -0.36237
C 0.61268 3.15672 3.67342
C -3.42535 -2.32668 2.51712
C 0.29865 1.49426 1.34746
C -5.40547 -2.07083 -1.63008
C 3.33309 3.12441 0.28060
C 1.13733 2.62591 1.37376
C 0.95674 -2.31333 -1.39324
C -4.28797 -0.05772 2.79394
C 1.30131 3.43573 2.50427
C 0.47521 -1.64052 -4.01091
C -3.97146 -2.09560 -1.09583
C -0.36843 1.25207 2.56863
C -5.75948 -1.77936 1.78273
C 0.30821 -0.72738 -2.97550
C -5.73409 1.05144 -0.21655
C -2.98476 -1.97220 -2.26660
C 1.94697 2.95323 0.17227
C -0.22715 2.04649 3.69863
C 1.14037 -3.27156 -2.38280
C -3.85380 1.09081 -1.83696
C 3.43814 3.46098 -2.07572
C 4.08431 3.38009 -0.85031
C 0.89484 -2.93395 -3.71304
C -3.49031 1.99989 0.39885
C -4.31858 -1.26822 1.85128
H 1.96028 4.30026 2.45951
H -6.29423 0.26638 -0.72809
H -5.84069 -2.72153 1.24123
H -3.71727 2.96141 -0.07795
H 0.72419 3.79377 4.54539
H -2.41118 1.83435 0.36688
H -4.42835 0.45282 -2.50898
H -0.77691 1.80578 4.60573
H -2.79001 0.91463 -1.99992
H -5.61286 -1.16934 -2.20767
H 3.98012 3.64024 -2.99581
H -2.37809 -2.04518 2.38500
H -2.69934 -3.50338 -0.04674
H -6.05350 1.07088 0.82540
H -3.65866 -2.38024 3.58791
H -6.43549 -1.06089 1.31588
H 3.80178 3.01498 1.25022
H -1.03550 0.39444 2.60235
H -4.98588 0.72449 2.49939
H -3.78666 2.07215 1.44305
H -4.57339 -0.38630 3.80126
H -4.06858 2.13081 -2.11040
H 1.51563 3.33125 -3.02744
H -3.18732 -1.11922 -2.91128
H 5.16102 3.49393 -0.78214
H -6.15362 -2.14536 -0.83945
H -1.97218 -1.86889 -1.87481
H -6.12573 -1.96001 2.80267
H -6.03050 2.01016 -0.66229
H -3.56958 -3.32140 2.09907
H -4.42888 -3.76007 0.27077
H -5.55247 -2.92569 -2.30394
H -3.74258 -4.23176 -1.28164
H -3.03987 -2.87617 -2.88574
H -3.28528 0.36891 2.84358
```

---

6.
Density functional theory data (wB97M-V/def2-TZVPD) for C29H35F3N4O2P2Zr as an isolated structure.

Strongest force on any atom = 0.1078 Eh/bohr
Charge = +2
Frontier orbital gap = 2.839 eV

Geometry as XYZ:
```
76
C29H35F3N4O2P2Zr | the OMol25 dataset | wB97M-V/def2-TZVPD
Zr -0.11753 -2.49475 1.95361
P -1.93842 -0.23240 -1.21720
P 1.56256 -1.16314 -1.27890
F -2.42585 -0.65522 5.78259
F -0.49484 -1.43648 6.44745
F -2.28301 -2.72132 6.45852
O -1.34857 -3.34781 3.83357
O -0.86162 -1.22489 3.47594
N -3.49135 -0.71321 -1.90322
N -2.00478 1.43042 -1.97564
N 2.22299 -2.38761 -2.38632
N 2.94984 -0.00882 -1.61753
C 4.96321 0.99590 -1.30996
C 1.29865 0.95826 2.44035
C 1.63391 2.05820 3.10125
C 0.95956 3.39991 3.07733
C -3.78907 -2.09590 -1.86829
C -1.06519 2.57383 4.48279
C 4.46695 1.35519 -2.60256
C 2.47221 -2.33810 -3.76657
C 2.90503 -3.58689 -4.18479
C -1.51141 2.57214 -1.31458
C -1.17477 1.71815 2.05332
C -4.87751 -2.33482 -2.69686
C 2.58536 -3.65560 -1.92603
C 2.98011 -4.42674 -3.02204
C 1.60451 -2.78229 3.21846
C -2.17873 1.79258 -3.32164
C 0.02727 3.58087 4.29545
C -0.91436 -0.92013 -2.59875
C -1.89207 3.13572 -3.47528
C -5.27844 -1.07633 -3.25628
C -1.43219 3.62981 -2.21979
C -4.43405 -0.10084 -2.74247
C -1.59568 1.82992 3.51028
C -1.64067 -1.75086 5.78533
C 0.04317 0.83736 1.65366
C 3.23955 0.72549 -2.77433
C 0.52042 -0.34740 -2.54490
C -1.31065 -2.15160 4.28849
C 4.01164 0.15236 -0.72218
H 3.28617 -5.45645 -2.99634
H 0.40459 3.59347 2.15712
H 2.01633 0.10390 2.34191
H 4.95176 1.99147 -3.33407
H -3.18302 -2.76485 -1.27188
H 2.33236 -1.42355 -4.33286
H 2.44942 -2.89750 2.49363
H -5.32065 -3.29863 -2.90083
H 1.72510 4.19791 3.16520
H -2.04390 1.18654 1.61623
H -2.02629 3.70636 -4.39196
H -0.32116 -0.23031 1.65220
H 3.15479 -3.86510 -5.20708
H -1.24629 2.55608 -0.27628
H -6.06754 -0.90038 -3.96541
H 1.73826 -3.53834 4.03676
H 2.53785 0.77919 -3.59542
H -1.55289 2.57844 5.47494
H -0.95812 -2.01942 -2.48383
H -1.36511 -0.66290 -3.57943
H -2.42501 1.13791 3.76561
H -1.08420 4.62921 -2.00186
H -1.13449 2.71506 1.55284
H 0.29498 1.07933 0.59558
H -0.49678 4.55152 4.21168
H 0.93178 -0.45219 -3.56119
H -2.51180 1.09136 -4.08222
H 1.75009 -1.76870 3.68899
H -4.44995 0.96143 -2.93258
H 0.52473 0.73315 -2.30326
H 2.58258 2.14475 3.65641
H 3.98386 -0.33722 0.24534
H 2.53896 -3.86821 -0.87309
H 5.89404 1.31263 -0.86268
H 0.70339 3.64108 5.16554
```